{
  "formula": "C17H19BN6O3Pb",
  "method": "wB97M-V/def2-TZVPD",
  "elements": ["C", "N", "N", "C", "C", "B", "N", "N", "C", "C", "C", "Pb", "N", "N", "C", "C", "C", "H", "H", "H", "H", "H", "H", "H", "H", "H", "H", "H", "C", "H", "H", "H", "O", "C", "C", "C", "C", "C", "C", "C", "O", "O", "H", "H", "H", "H", "H"],
  "xyz": [[-0.2887, 3.3673, -0.9349], [-0.0768, 2.0894, -1.3332], [0.0953, 2.0696, -2.7066], [-0.0172, 3.3311, -3.1528], [-0.2400, 4.1798, -2.0634], [0.3453, 0.7039, -3.4588], [1.4360, -0.2318, -2.8259], [1.5042, -0.5168, -1.4786], [2.5297, -1.3887, -1.2931], [3.1529, -1.6195, -2.5444], [2.4213, -0.8798, -3.4822], [0.0993, 0.6779, 0.4401], [-0.9586, -0.1516, -3.4327], [-1.4258, -0.6450, -2.2369], [-2.5814, -1.2880, -2.5187], [-2.8406, -1.2185, -3.9128], [-1.7797, -0.4950, -4.4454], [-3.1840, -1.7947, -1.7678], [-1.5278, -0.1689, -5.4458], [-3.6743, -1.6117, -4.4706], [0.6360, 0.9337, -4.5965], [2.4845, -0.7771, -4.5459], [0.0770, 3.5308, -4.2058], [3.9943, -2.2261, -2.7683], [-0.3471, 5.2340, -2.0990], [2.7906, -1.8096, -0.3296], [-0.4319, 3.6189, 0.1275], [-0.5779, -2.0313, 0.4064], [-0.2154, -2.6569, 1.2316], [0.3760, -3.4651, 0.7956], [0.4151, -2.0645, 1.9294], [-1.1125, -3.0588, 1.7282], [-1.7732, 2.7359, 2.3485], [-1.7209, 1.6390, 3.1668], [-1.0034, 1.6927, 4.3670], [-0.8861, 0.5300, 5.1199], [-1.4404, -0.6902, 4.7263], [-2.1389, -0.7360, 3.5141], [-2.2875, 0.4224, 2.7587], [-3.0083, 0.5065, 1.4399], [-4.2369, 0.4704, 1.3870], [-2.2040, 0.7170, 0.4195], [-2.4955, 2.6009, 1.6957], [-0.5580, 2.6412, 4.6697], [-0.3638, 0.5840, 6.0711], [-1.3250, -1.5913, 5.3445], [-2.5804, -1.6614, 3.1456]],
  "forces_ev_per_a": [[0.32, -0.33, -1.20], [-0.03, -0.13, 0.36], [0.25, -1.11, 1.40], [0.06, -0.01, 0.70], [-0.07, -0.48, -0.14], [-0.56, 0.93, -0.44], [1.95, -0.52, -1.55], [2.03, -2.11, 1.59], [-2.08, 1.79, -0.03], [0.47, -0.66, 0.63], [-3.01, 2.28, 0.15], [0.75, -0.17, -1.42], [-1.09, -0.21, -2.33], [-2.67, -1.58, 0.45], [1.69, 0.73, 1.00], [-1.45, -0.92, 0.61], [3.48, 2.14, 0.60], [0.28, 0.23, -0.14], [-0.28, -0.17, -0.11], [-0.16, -0.13, 0.02], [0.02, -0.10, 0.20], [0.36, -0.06, -0.41], [0.02, 0.21, -0.09], [0.68, -0.49, -0.03], [-0.10, 0.66, -0.08], [-0.05, 0.17, -0.08], [0.11, -0.01, -0.71], [0.01, 0.03, -0.11], [-0.06, 0.31, 0.18], [-0.13, 0.04, 0.20], [-0.37, -0.45, -0.28], [0.53, 0.01, -0.07], [-0.30, -3.03, 2.97], [1.11, 5.32, -0.77], [1.12, -0.36, 1.31], [1.17, 3.95, 0.59], [-1.45, -2.12, -1.57], [-0.50, -0.17, -0.35], [-2.58, -3.53, -1.21], [-0.59, -0.41, -2.14], [2.37, 0.12, 0.82], [-1.33, -0.39, 1.73], [0.15, 0.39, -0.39], [-0.14, -0.22, 0.14], [0.01, 0.06, 0.00], [-0.03, 0.32, -0.21], [0.05, 0.20, 0.19]],
  "e_homo_ev": [-20.78, -20.79],
  "orbital_gap_ha": [0.099, 0.099],
  "charge": 4
}